Entry 1:
The following is a DFT calculation (ωB97M-V with the def2-TZVPD basis set) of a 7-piece molecular cluster, C33H45NO16P2 overall at a distorted geometry.

XYZ file:
```
97
Properties=species:S:1:pos:R:3:mulliken_charge:R:1
C -4.8531 -2.1313 -7.0734 -0.437
H -2.4153 -2.4105 1.1779 0.239
C 1.7777 -0.1235 0.9950 -0.124
H 8.1172 -4.7974 -1.5060 0.279
C 5.3743 2.5342 -3.4086 0.430
H -0.9970 -3.5838 0.8041 0.426
C -4.0136 -1.3952 -8.0998 -0.501
H 2.9482 1.8382 -1.2771 -0.036
O -3.9877 -3.6923 -5.4441 -0.528
C -1.5156 4.5982 6.8256 -0.589
O 5.5175 -6.4497 -0.6886 -0.368
H -2.8535 -1.9584 -1.4775 0.148
O 5.9227 3.0214 -4.3596 -0.580
H -3.7979 -2.0593 -8.9415 0.270
H -3.9474 -5.0988 -3.5070 0.371
C 1.0621 1.1898 1.5610 0.224
H -2.8043 -0.1845 -6.7522 0.270
C -2.7412 -1.1091 -7.3329 -0.420
H -4.5035 5.9722 0.8644 0.279
H -0.5526 -3.0536 5.1687 0.363
H 2.6676 1.1549 4.1975 0.318
C -1.3382 -2.6883 1.4042 -0.699
H 3.2988 2.1264 -3.6737 0.274
O -2.8103 4.3389 2.3724 -0.222
H 0.1804 4.1840 5.5384 0.406
H -2.1838 7.2107 2.3923 0.295
O -0.9370 1.8488 4.7164 -0.557
C 6.4487 -4.3577 -0.1901 -0.489
C 3.9126 2.2367 -1.5907 0.061
C -4.1305 -3.0371 -2.8689 -0.147
H -3.9442 7.2943 2.7281 0.312
O -3.5055 -4.8261 -1.4969 -0.363
C -0.9087 4.1291 5.5182 -0.010
C -2.7590 3.7438 6.9306 -0.376
H 7.1414 -4.5911 0.6242 0.268
H 2.2599 -2.8504 3.2121 0.067
H -3.2099 4.0489 0.3580 0.351
H -1.8716 -1.0551 -7.9882 0.303
H -3.0864 6.7639 0.1683 0.339
C -1.2771 -2.9975 2.9546 -0.521
O 2.8220 -0.0803 0.3699 -0.454
H -5.4318 -1.4445 -6.4513 0.256
O 6.9650 -7.1277 -2.2875 -0.581
C -0.3191 1.2458 1.4034 -0.167
C 7.0290 -4.8415 -1.5052 -0.310
C 5.0116 1.2013 -1.5901 -0.277
C -3.0043 5.4104 3.1816 0.418
H 6.2499 -3.2858 -0.1648 0.251
O -3.0295 5.3442 4.3844 -0.587
H 1.1825 1.7948 4.4572 0.262
H -4.6064 -1.8621 -1.1069 0.394
C -0.4145 -1.4156 1.1273 0.544
H -1.3067 4.6774 4.6650 -0.076
H 3.6490 3.7854 -3.0874 0.298
P 2.0356 2.5649 2.4294 0.194
O -2.5929 -2.2097 -6.4249 -0.357
O 3.1357 -3.2250 1.0272 -0.504
P 1.8725 -3.0407 1.8440 0.314
C -1.3798 2.7013 5.4462 0.397
H -3.6086 4.1808 6.4038 0.175
C -2.7258 4.7780 1.0083 -0.430
O -1.9436 0.1062 -0.0928 -0.564
H -0.8347 4.3653 7.6500 0.308
H -1.6704 4.8531 0.7314 0.277
O -2.4165 2.5025 6.2954 -0.390
H 4.3444 -4.7556 -0.5729 0.161
C -3.6738 -3.7570 -0.6790 0.535
H 4.1652 2.8308 2.6914 0.277
C -3.8012 -2.7965 -6.2229 0.512
C -3.4441 -4.3805 -2.8631 -0.434
O 3.6455 2.6175 1.8805 -0.406
O 5.9767 1.6766 -2.5419 -0.379
N 2.1283 2.0312 4.1181 -0.639
O -3.6766 -3.8264 0.5242 -0.636
H 0.9722 -4.1448 1.8250 0.123
C 3.9299 2.7352 -3.0223 -0.424
H 4.6567 0.2189 -1.9131 0.213
C -3.8063 -2.4934 -1.4912 -0.424
C -1.0048 -3.1458 4.1428 -0.104
C -1.0184 -0.0009 0.6985 -0.104
C 0.9714 -1.4737 1.2839 0.533
H -1.7244 5.6681 6.8548 0.289
H -0.9381 2.1066 1.7828 0.433
H 4.9314 -5.3709 0.9843 0.293
H -5.5043 -2.8691 -7.5396 0.316
H -2.3946 -4.3125 -3.1617 0.223
H -5.2118 -3.1744 -2.9627 0.235
H -3.8030 -2.3929 -3.6791 0.099
C -3.4257 6.1187 0.9793 -0.585
H 4.1751 3.0554 -0.9145 0.141
C 6.5440 -6.2692 -1.5601 0.416
H -3.0431 3.5594 7.9675 0.370
C -3.1317 6.6686 2.3619 -0.428
H 6.6203 -4.2939 -2.3571 0.245
C 5.1991 -5.1985 -0.0577 -0.157
H -4.4896 -0.4969 -8.4945 0.329
H 5.4787 1.1032 -0.6102 0.256
```

As for the SMILES: C#CCC1=C([PH2]=O)C(=O)C(P(N)O)=CC1=O.O=C1CCCO1.O=C1CCCO1.O=C1CCCO1.O=C1CCCO1.O=C1CCCO1.O=C1CCCO1. Its LUMO energy is -0.04868 hartree.

=====

Entry 2:
The following is a DFT calculation (ωB97M-V with the def2-TZVPD basis set) of one molecule with the formula C4H7NO3 at a distorted geometry.

XYZ file:
```
15
Properties=species:S:1:pos:R:3:mulliken_charge:R:1
O 2.9692 0.7886 -1.0097 -0.571
H 1.0697 1.6453 -0.6366 0.340
H -1.2417 1.2953 -0.7836 0.380
H -1.1437 1.1589 0.9559 0.290
C 2.6547 -0.0164 -0.1568 0.682
H -0.3294 -1.0212 -1.3978 0.270
N 0.6378 1.3050 0.1760 -0.440
C -0.7307 0.8601 0.0237 -0.581
C 1.3629 0.1881 0.6979 -0.083
C -0.5599 -0.6589 -0.3797 -0.283
H 1.5121 0.1790 1.7656 0.260
H -1.4301 -1.2536 -0.0143 0.246
O 3.4237 -1.0322 0.1700 -0.419
O 0.5081 -0.9929 0.4966 -0.406
H 3.1497 -1.4694 0.8968 0.315
```

As for the SMILES: O=C(O)[C@H]1NCCO1. Its LUMO energy is 0.02593 hartree.

=====

Number 1: frontier orbital gap 7.358 eV. Number 2: frontier orbital gap 10.281 eV.